# 1
Computed, not measured: one molecule with the formula C8H12N2O2 in a non-equilibrium geometry, with wB97M-V/def2-TZVPD.

Structure (XYZ):
```
24
Properties=species:S:1:pos:R:3:mulliken_charge:R:1
H -1.1282 0.8565 2.1185 0.332
H -0.5061 -2.8220 -1.3455 0.296
C 0.2445 0.3027 -0.9120 0.567
H 0.4892 -2.4101 1.3547 0.313
N -1.1948 -2.3584 -0.6830 -0.467
C 1.4952 -1.5886 -0.2983 -0.639
H -2.0511 2.3226 1.9992 0.344
N -2.4251 -0.5917 0.1466 -0.550
C -2.0055 1.2402 1.7675 -1.259
H 1.8671 -3.4496 0.9063 0.347
H -1.3713 3.2954 -0.4249 0.233
H 0.1873 2.8842 -1.4773 0.375
C 1.4857 -2.4035 0.9830 -1.105
O 1.0058 0.5346 -1.8093 -0.618
H 1.0736 -2.0637 -1.2684 0.335
C -2.1727 0.8927 0.2580 0.288
C -0.8602 1.2284 -0.5929 0.506
C -1.8250 -1.3847 -0.5136 0.440
H -3.0280 1.4656 -0.1039 0.446
H -2.8981 0.7711 2.2957 0.336
H 2.1327 -1.9207 1.6714 0.336
H 2.3364 -0.9926 -0.4688 0.473
O 0.4197 -0.5519 0.0366 -0.158
C -0.6555 2.5172 -0.9056 -1.168
```

Structure (SMILES) = C=C(C(=O)OCC)[C@H](C)N=C=N
HOMO-LUMO gap = 9.70 eV
Highest occupied orbital energy = -9.05 eV
ΔE to the lowest compared entry with this formula, charge and spin = 100.6 kcal per mole

# 2
Computed, not measured: C8H12N2O2 as an isolated structure in a non-equilibrium geometry, with wB97M-V/def2-TZVPD.

Structure (XYZ):
```
24
Properties=species:S:1:pos:R:3:mulliken_charge:R:1
H 3.5557 -0.7161 0.9167 0.358
N -0.1517 -2.0941 1.0544 -0.690
O -2.9801 -0.6081 0.2480 -0.500
H 0.0725 3.2705 -0.2612 0.328
C -0.3517 1.3725 0.3898 0.406
H -2.4629 -0.3830 -2.3092 0.453
C -1.5776 -0.6366 -1.7797 -1.170
C 0.2116 2.7869 0.6813 -1.393
C 0.5728 0.1609 0.8090 0.338
H 0.8517 0.3922 1.8796 0.465
H 1.1858 2.7485 1.0816 0.366
H -0.9663 -2.6714 0.8403 0.293
H 3.3223 -1.5335 -0.5731 0.311
H -1.4161 -1.6954 -1.7248 0.314
H -3.6343 -0.5299 -0.4604 0.385
C 2.8443 -1.0990 0.2944 -1.196
H 2.2422 -1.8287 0.9381 0.311
C -0.3393 -0.9119 0.7335 -0.153
H -0.3668 3.3745 1.3990 0.373
N -1.5211 1.1734 -0.0598 -0.664
H -0.6527 -0.2819 -2.2688 0.290
C -1.8132 -0.1619 -0.3232 0.649
C 1.7324 -0.2361 -0.1728 0.676
O 1.6425 0.1083 -1.3325 -0.547
```

HOMO-LUMO gap = 9.26 eV
Highest occupied orbital energy = -8.40 eV
ΔE to the lowest compared entry with this formula, charge and spin = 82.5 kcal per mole

# 3
Computed, not measured: one molecule with the formula C8H12N2O2Si in a non-equilibrium geometry, with wB97M-V/def2-TZVPD.

Structure (XYZ):
```
25
Properties=species:S:1:pos:R:3:mulliken_charge:R:1
O -0.3203 2.3867 0.2361 -0.616
C 1.3389 -0.2693 2.0778 -0.284
H -1.5764 0.1840 -3.1401 0.383
H 0.6623 -2.1117 -0.4328 0.288
N 0.8675 0.7347 1.3486 -0.266
H 1.7126 2.2977 -1.7183 0.317
H 1.9761 -0.9439 -0.5759 0.235
C 1.2694 1.4708 -2.3551 -1.049
Si 0.3036 0.2664 -1.3621 0.532
C -0.9056 -1.0428 2.7982 -0.587
H 0.6588 2.0917 -3.0126 0.342
C 0.2157 1.2963 0.4112 0.404
H 1.4705 -2.0388 -1.9383 0.409
N -2.6420 0.7056 2.0271 0.480
H -1.3980 -1.7670 3.3887 0.392
C -1.4482 -0.1192 -2.1059 -1.194
C 1.1673 -1.3809 -1.1339 -1.052
H -2.1833 0.5071 -1.6190 0.373
C 0.3803 -1.1204 2.7156 -0.128
H -1.5526 -1.2030 -2.0760 0.298
H 0.8342 -1.9665 3.2620 0.283
H 2.0797 0.9561 -3.0265 0.295
H 2.3377 -0.4485 2.1882 0.523
C -1.7955 -0.0713 2.2993 0.244
O -3.4528 1.5862 1.7436 -0.619
```

HOMO-LUMO gap = 7.15 eV
Highest occupied orbital energy = -8.41 eV

# 4
Computed, not measured: one molecule with the formula C8H12N2O4 in a non-equilibrium geometry, with wB97M-V/def2-TZVPD.

Structure (XYZ):
```
26
Properties=species:S:1:pos:R:3:mulliken_charge:R:1
N 1.3908 -0.6248 0.8360 -0.139
H 1.2135 2.2782 -0.7324 0.448
C 3.0567 1.1194 0.6331 -1.218
O 0.4344 -2.2329 -0.4858 -0.351
C -0.6001 1.0783 -0.4301 0.721
O -2.7297 -1.5830 0.0951 -0.723
H 2.9053 2.1864 1.0275 0.329
N -2.4948 -0.4088 0.2639 0.849
C -1.1710 -0.0020 0.1387 0.061
C -1.3334 2.1512 -1.1721 -0.919
H -2.2477 3.1453 0.4864 0.351
C 1.7136 0.6238 0.3740 0.442
C 0.2450 -1.4449 0.5651 -0.353
H -0.1101 -4.0599 -1.3625 0.229
C -0.4440 -3.3753 -0.4783 -0.535
H -2.2931 1.7693 -1.5392 0.376
H 3.5805 1.2094 -0.3521 0.296
O -1.5095 3.2901 -0.2546 -0.543
H -0.3936 -1.9708 1.4401 0.450
H 3.5242 0.5299 1.5013 0.342
H -0.6743 2.6478 -2.0504 0.276
O -3.3298 0.4468 0.4844 -0.661
H 2.0916 -1.1220 1.3131 0.259
H -1.4552 -3.1069 -0.4810 0.284
C 0.8205 1.4203 -0.2718 -0.574
H -0.1897 -3.9650 0.4515 0.304
```

<S²> = 2.01
HOMO-LUMO gap (alpha / beta) = 6.08 / 6.49 eV
Highest occupied orbital energy (alpha / beta) = -5.66 / -8.98 eV
ΔE to the lowest compared entry with this formula, charge and spin = 104.1 kcal per mole
Spin multiplicity = 3

# 5
Computed, not measured: a 2-piece molecular cluster, C8H12N2OS2 overall in a non-equilibrium geometry, with wB97M-V/def2-TZVPD.

Structure (XYZ):
```
25
Properties=species:S:1:pos:R:3:mulliken_charge:R:1
C -2.8936 -2.0851 0.9465 -0.492
S 3.6330 -1.1751 -0.7335 -0.075
H 1.5676 2.0417 1.0771 0.304
C 4.5062 -0.8684 0.7244 -0.043
N 2.7424 0.2806 1.1525 0.052
C 1.0632 1.9098 -1.0226 -0.595
N 3.9222 -0.0503 1.5452 -0.766
H -3.0816 -2.2226 -1.3443 0.228
H -2.4428 -2.9897 1.1151 0.346
O 1.0103 -0.5037 -2.1318 -0.731
S 0.7483 0.1056 -0.7767 0.741
C 0.8063 2.5875 0.3152 -0.926
H 0.8550 3.6415 0.3627 0.381
C -3.5494 -1.7167 -0.3985 -0.585
H 0.1832 2.2502 -1.7701 0.269
H -3.5031 0.4043 0.1586 0.247
C -2.7975 -0.3643 -0.3032 -0.428
H -0.2166 2.4717 0.5408 0.275
H -3.6518 -1.8367 1.5756 0.293
H -2.2897 0.1795 -1.0469 0.382
H -4.6402 -1.8460 -0.3832 0.294
H 1.9943 1.9976 -1.4468 0.464
C -1.9216 -0.9419 0.7912 -0.263
H 5.5427 -1.1850 1.0713 0.390
C 2.4131 -0.0847 -0.0187 0.240
```

HOMO-LUMO gap = 8.10 eV
Highest occupied orbital energy = -8.23 eV
ΔE to the lowest compared entry with this formula, charge and spin = 179.3 kcal per mole

# 6
Computed, not measured: C8H12N2PSr as an isolated structure in a non-equilibrium geometry, with wB97M-V/def2-TZVPD.

Structure (XYZ):
```
24
Properties=species:S:1:pos:R:3:mulliken_charge:R:1
H -0.1039 1.2231 3.3797 0.257
H 0.0229 0.4508 -3.7695 0.158
C 0.2251 -2.3332 -0.6786 -1.073
H 0.2806 3.6197 -0.1280 0.084
C 0.6766 0.4814 -1.7484 -1.001
H -0.9419 -1.6406 -3.8395 0.175
H 1.3457 1.3398 -1.9118 0.048
C -0.3486 0.1643 3.4270 -0.290
Sr -1.1591 -0.3435 -0.3928 0.736
C -0.2871 -2.4557 -1.9157 0.206
H -0.8924 -2.6026 5.0951 0.366
C 0.1321 -0.1125 -2.8224 0.156
H 0.5677 -3.2267 -0.1340 0.037
H -0.8925 3.3185 1.5944 0.062
C -0.7199 -1.8657 4.3191 -0.470
P 0.1012 2.5784 0.8491 -0.209
C -0.4024 -1.4269 -2.9001 -0.503
H -0.7383 -2.8389 2.3218 0.380
H -0.7453 -3.4144 -2.2441 0.125
C -0.6835 -1.9564 2.9522 -0.355
H -0.4692 -0.1005 5.5250 0.186
N -0.5336 -0.6840 2.4026 -0.076
H 1.1956 3.0573 1.6588 0.055
N -0.4968 -0.5151 4.6102 -0.052
```

Net charge = -1
HOMO-LUMO gap = 3.02 eV
Highest occupied orbital energy = -0.57 eV
ΔE to the lowest compared entry with this formula, charge and spin = 4.8 kcal per mole

# 7
Computed, not measured: one molecule with the formula C8H12N2S in a non-equilibrium geometry, with wB97M-V/def2-TZVPD.

Structure (XYZ):
```
23
Properties=species:S:1:pos:R:3:mulliken_charge:R:1
H -2.1357 0.6456 -2.1849 0.318
H 0.3435 -0.7928 -1.8599 0.464
H 0.9274 0.9177 0.8278 0.602
C -0.0982 1.3473 -1.9529 -0.350
H 2.3875 1.3378 -0.9247 0.307
S -1.8301 1.3772 1.3518 -0.107
H 1.3484 -0.0030 -2.9693 0.355
H -0.1869 1.9692 -2.9861 0.295
C -0.7715 0.2611 2.1774 -0.490
H -1.7616 -2.1342 2.1084 0.363
H 2.9047 -0.3416 -0.9950 0.398
C -1.4347 1.0268 -1.4422 -0.073
N 0.6733 -1.0188 0.7796 -0.621
C 1.9978 0.2631 -0.9371 -0.908
C -1.9487 1.1416 -0.2383 -0.310
N -0.2201 -0.9535 1.7211 0.625
H 0.5204 1.9505 -1.3343 0.311
H -0.1632 -2.9029 1.7781 0.374
C -0.7204 -2.1714 2.2454 -0.974
H -1.4333 0.0970 3.0689 0.337
C 1.2428 0.0588 0.3577 -0.422
H -0.5231 -2.2392 3.4175 0.245
C 0.8817 0.1637 -2.0090 -0.739
```

HOMO-LUMO gap (alpha / beta) = 7.14 / 6.94 eV
Highest occupied orbital energy (alpha / beta) = -7.12 / -7.08 eV
ΔE to the lowest compared entry with this formula, charge and spin = 145.3 kcal per mole

# 8
Computed, not measured: a 2-piece molecular cluster, C8H12N3 overall in a non-equilibrium geometry, with wB97M-V/def2-TZVPD.

Structure (XYZ):
```
23
Properties=species:S:1:pos:R:3:mulliken_charge:R:1
H -1.3738 -1.8547 -0.2698 0.294
N 2.2340 0.6788 -1.0820 -0.067
H -4.3614 -0.8344 3.2420 0.277
H 3.5045 3.4351 -1.7316 0.529
C -2.8406 -1.7971 2.0372 0.078
H 4.6378 -0.2254 -1.4047 0.350
N 1.6817 2.5969 -1.7529 -0.004
H 5.4484 1.2576 -1.3055 0.319
N -1.7084 0.1435 -0.7810 -0.534
H -3.2069 -1.7966 4.1451 0.316
C -3.6884 -1.7554 3.1903 -1.056
H -4.3654 -2.7044 3.0095 0.259
C 3.4284 1.3200 -1.1352 0.449
H 5.0596 0.4348 0.1833 0.334
C 4.7136 0.6839 -0.7919 -1.083
C 3.0353 2.5647 -1.5689 -0.511
C -2.7630 -0.8490 1.0964 -0.164
H 1.0683 3.3060 -2.0785 0.188
C -1.8396 -0.8045 0.0009 0.075
C 1.1885 1.4130 -1.4911 0.166
H -2.1175 -2.6979 2.0366 0.246
H -3.5047 -0.0621 1.0950 0.280
H 2.2050 -0.3046 -0.8058 0.259
```

Net charge = +1
HOMO-LUMO gap (alpha / beta) = 5.41 / 8.78 eV
Highest occupied orbital energy (alpha / beta) = -12.21 / -12.05 eV
ΔE to the lowest compared entry with this formula, charge and spin = 143.3 kcal per mole

# 9
Computed, not measured: C8H12N3 as an isolated structure in a non-equilibrium geometry, with wB97M-V/def2-TZVPD.

Structure (XYZ):
```
23
Properties=species:S:1:pos:R:3:mulliken_charge:R:1
H 0.0981 -2.2101 1.3524 0.270
H -4.0947 -1.0105 0.1570 0.357
H -1.5032 2.1676 -0.9247 0.567
C 0.8783 0.8606 -0.1226 -0.918
N -1.9883 -1.3376 0.4945 -0.636
H -3.8271 1.1587 -0.7916 0.471
H 2.6038 -0.8498 -1.5623 0.484
C -0.5606 0.5247 -0.2276 0.556
H 1.3372 1.2142 -1.0850 0.437
H 2.2227 2.0623 0.9822 0.376
H 1.3296 -1.8661 -1.5513 0.477
H 0.8120 2.6518 0.7929 0.320
C -2.9715 0.6882 -0.4488 -0.555
C 1.5721 -0.9762 0.3134 0.180
H 0.7876 1.3186 1.9127 0.425
C -1.7337 1.2451 -0.5839 -0.725
H 2.7389 -2.2799 -0.7194 0.447
C -0.7712 -0.7434 0.3609 0.271
C 2.1237 -1.5236 -1.0413 -1.642
N 1.2106 1.8143 1.0255 -0.176
N 0.3540 -1.4725 0.6993 -0.145
C -3.0622 -0.6386 0.0439 -0.276
H 2.4439 -0.7979 0.9236 0.437
```

Net charge = +1
HOMO-LUMO gap = 8.27 eV
Highest occupied orbital energy = -11.95 eV
ΔE to the lowest compared entry with this formula, charge and spin = 71.2 kcal per mole

# 10
Computed, not measured: an isolated ion of composition C8H12N3O and charge +1 in a non-equilibrium geometry, with wB97M-V/def2-TZVPD.

Structure (XYZ):
```
24
Properties=species:S:1:pos:R:3:mulliken_charge:R:1
H -0.6338 -2.0636 1.0574 0.351
H 0.8555 1.5745 0.8485 0.446
H 0.6325 -1.0988 2.5587 0.341
N -1.0103 -1.1783 1.1068 0.018
H 0.3135 1.0113 3.1108 0.373
H -2.0569 -1.2374 1.0198 0.424
O 0.6693 -1.9250 -1.5220 -0.153
C 2.4683 -0.0782 -3.9613 -1.112
H 2.1303 -0.2367 -5.0274 0.294
N 1.4260 -1.8145 -2.6435 -0.367
C 0.3969 -0.6253 -1.2032 0.279
C -0.5044 -0.1583 0.1463 0.293
H 2.5624 0.9926 -4.0356 0.334
H -1.5372 1.0672 2.6379 0.239
H -1.2096 1.6607 -0.9392 0.363
C -0.4462 0.7006 2.4719 -0.669
H 3.4549 -0.5652 -3.9287 0.277
H -0.9306 -1.4060 3.2679 0.410
C 1.5690 -0.5439 -2.9239 0.760
C -1.2245 1.1664 0.0271 -0.983
N 0.9013 0.2468 -2.0385 -0.446
H -2.2035 1.4305 0.5183 0.230
C -0.4599 -0.8081 2.4795 -0.547
C -0.0374 1.0676 0.9762 -0.156
```

Structure (SMILES) = Cc1noc([C@]23C[C@H]2CC[NH2+]3)n1
Net charge = +1
HOMO-LUMO gap = 10.19 eV
Highest occupied orbital energy = -13.44 eV
ΔE to the lowest compared entry with this formula, charge and spin = 82.6 kcal per mole